A:
The following is a DFT calculation (ωB97M-V/def2-TZVPD) of 2 unconnected molecules or ions with the total composition C2H5NS.

XYZ file:
```
9
Properties=species:S:1:pos:R:3:lowdin_charge:R:1
S -2.910 0.463 0.153 0.596
N -3.053 -0.946 0.828 -0.475
C 0.126 -0.249 -0.453 -0.133
C 0.147 0.748 -1.291 -0.113
H 0.600 0.045 0.460 0.050
H -0.435 -1.167 -0.663 0.059
H -2.817 -0.819 1.797 -0.064
H -0.483 0.803 -2.111 0.023
H 0.717 1.644 -1.063 0.059
```

Computed properties:
gap between HOMO and LUMO: 7.487 eV
charge: 0
HOMO: -8.68 eV
SMILES: C=C.N=S

***

B:
The following is a DFT calculation (ωB97M-V/def2-TZVPD) of 2 unconnected molecules or ions with the total composition C2H5NS.

XYZ file:
```
9
Properties=species:S:1:pos:R:3:lowdin_charge:R:1
S 2.445 0.459 -0.136 0.726
N -0.970 1.568 0.114 0.018
C 1.343 -0.650 -0.020 -0.815
C 0.607 -1.712 -0.033 -0.117
H 1.019 -2.665 0.461 0.095
H -0.421 -1.724 -0.499 0.074
H -1.205 2.043 -0.766 0.024
H -1.454 2.041 0.851 0.000
H -1.364 0.640 0.029 -0.005
```

Computed properties:
gap between HOMO and LUMO: 8.476 eV
charge: 0
HOMO: -8.43 eV
SMILES: C=C=S.N

***

Which structure is most stable, and how do the rest compare? From most to least stable: B, A.

***

A:
The following is a DFT calculation (ωB97M-V/def2-TZVPD) of a gas-phase ion, C3H5N4O2 (charge +1).

XYZ file:
```
14
Properties=species:S:1:pos:R:3:lowdin_charge:R:1
O -1.194 1.550 -0.679 0.097
O -0.521 1.111 1.350 0.148
N -0.860 -1.427 0.725 0.110
N 1.158 -0.446 -0.145 0.310
N -2.397 -0.464 -0.361 0.127
N -2.187 -1.312 0.510 0.121
C -1.233 0.152 -0.809 -0.262
C -0.949 1.881 0.580 -0.278
C -0.117 -0.529 -0.004 -0.222
H 1.795 -1.046 0.244 0.130
H -1.291 2.987 0.661 0.210
H -0.306 -2.076 1.278 0.190
H -1.008 -0.180 -1.821 0.193
H 1.424 0.058 -0.913 0.128
```

Computed properties:
gap between HOMO and LUMO: 10.573 eV
charge: +1
HOMO: -15.52 eV
SMILES: [NH2+]=C1NN=N[C@H]1OC=O

***

B:
The following is a DFT calculation (ωB97M-V/def2-TZVPD) of a gas-phase ion, C3H5N4O2 (charge +1).

XYZ file:
```
14
Properties=species:S:1:pos:R:3:lowdin_charge:R:1
O 4.738 -0.877 -0.531 0.156
O 3.408 0.839 -0.627 0.066
N 1.807 -0.483 1.017 0.053
N 2.901 -0.833 0.836 0.130
N -0.922 -0.907 -0.217 0.124
N 3.776 -0.247 -0.234 -0.378
C 1.031 0.480 0.202 -0.168
C -0.416 0.200 0.444 -0.169
C -1.091 -1.818 -0.883 0.378
H -1.262 -2.630 -1.446 0.108
H -0.712 -0.028 1.512 0.170
H 1.230 1.491 0.719 0.177
H 1.245 0.587 -0.877 0.129
H -1.354 0.940 0.152 0.225
```

Computed properties:
gap between HOMO and LUMO: 8.495 eV
charge: +1
HOMO: -13.60 eV
SMILES: C#[N+]CC/N=N\[N+](=O)[O-]

***

Which structure is most stable, and how do the rest compare? From most to least stable: A, B.

***

A:
The following is a DFT calculation (ωB97M-V/def2-TZVPD) of 4 unconnected molecules or ions with the total composition H8O4.

XYZ file:
```
12
Properties=species:S:1:pos:R:3:lowdin_charge:R:1
O 3.236 -1.243 1.914 -0.056
O -0.543 0.008 0.775 -0.032
O -2.897 2.373 0.010 -0.059
O 0.154 -1.868 -2.035 -0.008
H -0.017 -1.547 -2.858 -0.019
H 0.812 -1.234 -1.700 0.047
H 2.950 -0.359 2.082 0.006
H -3.257 3.298 -0.130 0.069
H -2.782 2.168 -0.885 -0.012
H 2.353 -1.646 1.763 0.048
H -0.189 -0.463 -0.009 0.018
H 0.178 0.515 1.072 -0.002
```

Computed properties:
gap between HOMO and LUMO: 11.712 eV
charge: 0
HOMO: -11.47 eV
SMILES: O.O.O.O

***

B:
The following is a DFT calculation (ωB97M-V/def2-TZVPD) of 4 unconnected molecules or ions with the total composition H8O4.

XYZ file:
```
12
Properties=species:S:1:pos:R:3:lowdin_charge:R:1
O -2.421 1.031 1.113 -0.083
O 1.398 0.955 0.235 -0.055
O 2.238 -1.884 -0.190 -0.070
O -0.614 -0.612 -0.578 -0.052
H -2.614 1.988 0.895 0.075
H -0.401 -0.797 -1.499 0.066
H -1.596 1.068 1.639 0.051
H -1.489 -0.223 -0.673 0.042
H 1.401 -2.332 -0.368 0.023
H 2.114 -0.922 -0.186 -0.007
H 1.352 1.322 -0.655 0.051
H 0.636 0.401 0.262 -0.039
```

Computed properties:
gap between HOMO and LUMO: 11.203 eV
charge: 0
HOMO: -10.90 eV
SMILES: O.O.O.O

***

Which structure is most stable, and how do the rest compare? From most to least stable: B, A.

***

A:
The following is a DFT calculation (ωB97M-V/def2-TZVPD) of 34 unconnected molecules or ions with the total composition H68O34.

XYZ file:
```
102
Properties=species:S:1:pos:R:3:lowdin_charge:R:1
O 8.629 7.930 15.015 -0.088
O 12.763 14.778 15.274 -0.080
O 11.274 7.435 14.162 -0.084
O 10.611 5.887 11.915 -0.025
O 13.787 11.914 9.794 -0.077
O 9.345 9.990 10.798 -0.088
O 12.152 14.193 9.746 -0.035
O 8.924 12.216 14.804 -0.038
O 7.919 14.542 8.574 -0.028
O 8.073 10.925 7.196 -0.079
O 8.506 16.902 15.681 -0.032
O 13.526 12.206 15.535 -0.043
O 9.587 16.848 8.202 -0.070
O 8.211 8.031 12.393 -0.068
O 10.789 14.635 12.933 -0.071
O 12.540 8.748 11.915 -0.022
O 8.212 14.689 13.725 -0.104
O 6.206 11.857 15.605 -0.043
O 11.117 17.081 10.712 -0.081
O 8.576 15.625 11.033 -0.084
O 6.838 5.910 15.288 -0.016
O 9.919 12.524 8.051 -0.069
O 10.635 10.789 13.350 -0.050
O 10.885 7.661 9.106 -0.062
O 13.185 11.931 12.723 -0.066
O 7.747 7.458 9.305 -0.050
O 11.242 16.847 16.921 -0.108
O 6.699 10.634 9.639 -0.056
O 6.362 9.735 13.569 -0.041
O 11.550 10.519 9.062 -0.069
O 12.641 9.644 15.679 -0.071
O 6.343 11.996 12.076 -0.079
O 8.915 12.656 11.217 -0.031
O 5.615 14.139 13.366 -0.068
H 10.040 10.283 10.145 0.046
H 11.515 10.458 13.606 0.033
H 8.630 15.499 12.022 0.031
H 7.222 12.333 11.874 0.014
H 7.746 14.721 9.489 0.011
H 6.405 11.153 12.626 0.050
H 13.140 12.363 13.594 0.015
H 5.277 11.992 15.412 0.054
H 8.567 11.786 15.570 0.034
H 5.771 13.270 12.880 0.012
H 6.635 12.495 15.024 0.008
H 11.929 9.950 16.287 0.070
H 9.302 13.031 8.584 0.004
H 9.444 16.011 10.783 0.008
H 10.986 6.577 13.786 0.038
H 9.139 17.670 7.938 0.062
H 6.467 5.185 14.826 0.043
H 8.871 16.183 8.375 0.021
H 6.625 10.014 14.468 0.046
H 11.442 17.765 17.228 0.058
H 8.677 8.800 11.987 0.025
H 9.134 13.497 11.621 0.004
H 9.337 12.082 7.410 0.012
H 8.616 7.923 13.252 -0.019
H 5.341 14.734 12.698 0.035
H 11.161 14.671 13.850 0.042
H 12.258 11.103 9.371 0.007
H 8.676 16.276 14.987 0.000
H 11.514 14.058 10.485 0.046
H 11.456 7.383 8.382 0.056
H 11.106 5.731 11.136 0.024
H 7.600 10.866 8.064 0.021
H 11.214 8.600 9.145 0.015
H 10.322 17.008 16.509 0.041
H 6.430 11.399 10.192 0.048
H 13.739 11.320 15.749 0.008
H 7.782 16.519 16.142 0.036
H 11.444 7.871 13.316 -0.006
H 12.604 12.466 12.135 0.044
H 8.847 13.949 13.923 0.032
H 9.569 11.583 14.472 -0.005
H 7.656 7.470 10.275 0.014
H 6.285 6.107 16.055 0.074
H 14.137 12.762 16.019 0.062
H 14.376 11.878 10.612 0.091
H 12.603 9.700 11.911 0.011
H 12.337 8.751 15.376 0.037
H 8.684 7.436 9.232 -0.030
H 9.438 7.734 15.529 0.058
H 10.978 11.142 8.573 0.023
H 10.350 10.251 12.589 0.025
H 7.311 14.345 13.641 -0.009
H 10.837 17.974 11.043 0.084
H 12.459 15.442 15.909 0.006
H 11.001 15.534 12.570 0.058
H 12.172 8.647 11.021 0.032
H 7.770 10.139 6.693 0.079
H 8.486 10.161 10.341 0.046
H 6.862 8.942 13.454 -0.009
H 13.323 12.750 9.791 -0.017
H 8.100 7.098 14.933 0.018
H 5.985 9.985 9.747 0.086
H 7.165 14.498 7.999 0.066
H 10.628 17.127 9.861 0.008
H 12.505 13.896 15.678 0.049
H 11.659 14.082 8.931 0.044
H 9.385 11.919 11.604 0.017
H 9.801 6.312 11.605 0.030
```

Computed properties:
gap between HOMO and LUMO: 10.902 eV
charge: 0
HOMO: -10.82 eV

***

B:
The following is a DFT calculation (ωB97M-V/def2-TZVPD) of 34 unconnected molecules or ions with the total composition H68O34.

XYZ file:
```
102
Properties=species:S:1:pos:R:3:lowdin_charge:R:1
O -0.138 0.067 -2.754 -0.050
O -2.841 1.368 3.979 -0.039
O 3.825 2.659 -1.723 -0.043
O -5.298 -0.907 2.617 -0.040
O 1.836 -1.684 -3.554 -0.034
O -4.125 -2.409 0.063 -0.038
O 5.149 -2.070 1.061 -0.018
O 1.434 2.627 1.044 -0.021
O -4.445 0.926 -1.531 -0.047
O 3.729 -3.824 -1.398 -0.013
O 4.090 2.510 2.179 -0.028
O 4.376 -2.009 -3.205 -0.032
O 0.114 -1.594 2.607 -0.055
O 2.292 -4.007 2.505 -0.040
O -0.283 1.231 2.714 -0.036
O 3.275 0.227 5.065 -0.061
O -2.207 1.241 0.031 -0.014
O -0.349 3.798 4.440 -0.046
O 3.207 -0.866 2.641 -0.045
O -2.182 -3.473 -1.489 -0.015
O -2.402 -1.831 2.078 -0.038
O 1.858 1.879 -4.067 -0.042
O -1.016 0.764 -5.551 -0.037
O -3.941 3.457 -2.549 -0.026
O 2.639 0.009 -0.295 -0.030
O -0.936 4.604 0.942 -0.049
O -1.396 3.468 -2.757 -0.055
O -5.625 1.669 1.293 -0.023
O -3.477 3.604 1.011 -0.038
O 5.190 0.906 0.300 -0.045
O 1.156 -2.927 0.155 -0.045
O -0.185 -0.594 -0.106 -0.051
O -2.794 -0.385 -3.228 -0.037
O 0.244 -5.247 -0.907 -0.030
H -0.836 4.609 4.297 0.029
H -1.161 2.542 -2.702 -0.002
H 3.309 2.550 -2.521 0.001
H 5.045 -1.429 -2.841 0.071
H 0.632 -2.126 0.158 -0.012
H 2.149 -4.048 1.560 -0.014
H -0.146 0.030 -1.797 0.012
H -2.012 1.357 3.502 -0.023
H 1.243 2.391 -4.592 0.039
H -1.478 -2.993 -1.052 0.038
H 4.688 -2.585 0.399 0.025
H 4.103 -2.554 -2.467 -0.023
H 4.037 -4.605 -1.859 0.080
H 1.994 2.170 0.417 0.032
H -4.477 3.814 -3.258 0.071
H -4.975 -2.165 -0.302 0.053
H 0.211 0.411 2.711 0.017
H -0.822 0.111 0.010 0.015
H -3.323 4.026 1.856 0.057
H -0.537 3.266 3.667 -0.019
H -2.948 1.279 -0.574 -0.002
H 4.881 2.273 2.663 0.066
H -0.047 -2.464 2.971 0.048
H -3.583 -2.606 -0.701 0.000
H 4.878 1.679 0.771 0.004
H 0.963 -5.651 -0.422 0.062
H -2.315 3.498 -2.491 -0.052
H -1.891 -0.233 -2.949 -0.006
H 3.386 2.443 2.824 0.049
H 4.400 1.894 -1.702 0.007
H 5.339 0.252 0.983 0.026
H -6.541 1.537 1.048 0.065
H 3.484 -0.152 4.211 -0.039
H 3.778 -1.511 2.224 0.000
H -3.934 0.364 -2.114 0.004
H -2.904 -1.104 2.446 0.032
H 3.526 0.319 -0.112 -0.018
H -0.215 4.133 0.524 0.008
H -2.064 2.151 0.293 0.029
H 0.198 1.804 2.118 -0.006
H 3.199 1.166 4.898 0.010
H 2.015 3.259 1.468 0.053
H -3.153 2.269 3.898 0.021
H 5.729 -2.697 1.493 0.072
H -0.466 -0.014 -5.645 0.033
H -1.613 0.551 -4.834 -0.014
H -2.970 -2.197 1.401 -0.010
H -5.331 -1.078 1.675 -0.002
H -5.002 0.001 2.686 0.005
H 1.325 1.180 -3.687 -0.013
H -1.812 -4.340 -1.657 0.037
H 2.324 -1.219 2.531 0.017
H 2.687 -0.940 -0.175 0.015
H -5.288 0.480 -1.447 0.074
H 2.836 -4.040 -1.131 0.031
H -5.126 1.345 0.543 0.005
H 0.629 -0.245 0.256 0.033
H -1.715 4.328 0.460 -0.010
H -4.129 2.519 -2.556 0.012
H -0.472 -5.880 -0.847 0.067
H 1.535 -2.560 -3.794 0.051
H -2.745 -1.165 -3.780 0.070
H 0.410 -0.673 -3.018 0.009
H 2.767 -1.794 -3.362 -0.028
H 0.575 -3.592 -0.213 -0.009
H 1.429 -3.811 2.870 0.018
H -3.897 2.773 1.230 0.002
H -0.553 -1.490 1.929 -0.011
```

Computed properties:
gap between HOMO and LUMO: 9.103 eV
charge: 0
HOMO: -10.21 eV

***

Which structure is most stable, and how do the rest compare? From most to least stable: A, B.